67
Properties=species:S:1:pos:R:3 method="wB97M-V/def2-TZVPD" e_above_lowest_kj_mol=40.9 total_energy_ev=-112546.1374 e_homo_ev=-6.08 orbital_gap_ev=6.0
Zr -0.70 -0.22 -0.67
C 0.22 2.94 -6.11
C -0.27 2.93 -4.67
C -1.52 2.62 -4.27
C -1.89 2.74 -2.94
C -0.96 3.11 -2.03
C 0.36 3.41 -2.34
C 0.71 3.24 -3.67
S -1.23 3.07 -0.32
C -2.75 4.03 -0.11
O -1.71 1.68 0.09
H -0.52 2.93 -6.84
H 0.78 2.08 -6.35
H 0.83 3.77 -6.24
H -2.36 2.28 -4.94
H -2.90 2.47 -2.66
H 1.09 3.71 -1.57
H 1.68 3.48 -3.88
H -3.51 3.52 -0.66
H -2.63 5.04 -0.51
H -3.05 3.99 0.91
C -0.78 -1.84 0.50
Ge 0.77 -1.70 1.72
C 0.16 -2.16 3.52
C 0.73 -1.61 4.71
C 0.15 -1.91 5.95
C -0.93 -2.77 6.07
C -1.51 -3.32 4.93
C -1.00 -2.97 3.68
C 1.35 0.16 2.03
C 0.55 0.96 2.82
C 0.87 2.30 2.96
C 2.04 2.82 2.33
C 2.89 2.00 1.59
C 2.53 0.70 1.44
C 2.30 -2.69 0.96
C 2.51 -2.74 -0.44
C 3.50 -3.55 -0.90
C 4.36 -4.31 -0.05
C 4.24 -4.18 1.30
C 3.19 -3.37 1.77
H -0.81 -2.92 0.34
H 1.60 -1.01 4.63
H 0.66 -1.55 6.85
H -1.30 -3.17 7.02
H -2.33 -4.07 4.91
H -1.38 -3.40 2.78
H -0.39 0.57 3.04
H 0.31 3.03 3.42
H 2.29 3.90 2.47
H 3.82 2.39 1.13
H 3.20 0.12 0.79
H 1.97 -2.06 -1.07
H 3.78 -3.63 -1.94
H 5.30 -4.73 -0.42
H 4.93 -4.53 2.03
H 3.03 -3.39 2.87
Te 1.16 0.00 -2.51
N -4.66 -0.91 -2.38
C -3.93 -1.20 -3.52
C -2.63 -1.07 -3.21
N -2.55 -0.69 -1.89
C -3.77 -0.64 -1.40
H -5.68 -0.77 -2.32
H -4.45 -1.45 -4.45
H -1.74 -1.16 -3.84
H -3.98 -0.36 -0.41

75
Properties=species:S:1:pos:R:3 method="wB97M-V/def2-TZVPD" total_energy_ev=-100387.0104 e_homo_ev="-7.71 / -8.18" spin_multiplicity=3 orbital_gap_ev="7.4 / 7.0"
Pd 0.60 0.80 -1.71
O 1.05 3.05 -5.02
P 0.60 3.11 -3.48
O 0.39 4.49 -3.00
O -0.44 2.01 -3.28
O 1.97 2.51 -2.69
P 2.79 1.19 -3.33
O 3.62 0.79 -1.98
O 3.73 1.57 -4.38
O 1.72 0.11 -3.51
H 1.56 3.85 -5.25
H 4.57 0.94 -2.18
C -0.30 -2.13 1.47
N 0.00 -1.16 0.41
P 1.46 -0.24 0.29
C 1.51 1.04 1.58
C 2.09 2.26 1.21
C 2.25 3.26 2.16
C 1.82 3.06 3.47
C 1.26 1.85 3.84
C 1.11 0.84 2.90
C 2.72 -1.40 0.89
C 2.69 -2.72 0.41
C 3.64 -3.64 0.83
C 4.66 -3.24 1.70
C 4.72 -1.93 2.14
C 3.76 -1.00 1.73
P -0.60 -1.27 -1.19
C -1.04 -3.01 -1.47
C -0.10 -3.82 -2.11
C -0.39 -5.16 -2.38
C -1.62 -5.68 -2.00
C -2.56 -4.87 -1.38
C -2.28 -3.54 -1.12
C -2.27 -0.54 -1.28
C -3.12 -0.38 -0.19
C -4.36 0.23 -0.35
C -4.76 0.67 -1.61
C -3.91 0.50 -2.70
C -2.67 -0.10 -2.54
H 0.45 -2.07 2.25
H -0.31 -3.15 1.09
H -1.28 -1.93 1.92
H 2.40 2.42 0.19
H 2.69 4.21 1.86
H 1.94 3.85 4.20
H 0.93 1.69 4.86
H 0.69 -0.12 3.20
H 1.91 -3.02 -0.28
H 3.60 -4.66 0.46
H 5.40 -3.96 2.02
H 5.52 -1.61 2.80
H 3.81 0.02 2.08
H 0.85 -3.40 -2.42
H 0.34 -5.78 -2.88
H -1.85 -6.72 -2.22
H -3.53 -5.28 -1.10
H -3.03 -2.91 -0.65
H -2.82 -0.72 0.79
H -5.02 0.36 0.50
H -5.72 1.15 -1.74
H -4.21 0.86 -3.68
H -2.00 -0.19 -3.38
S -0.83 2.66 -0.53
C -1.56 2.88 0.95
N -2.02 4.14 1.21
C -2.68 4.51 2.34
C -2.92 3.61 3.32
C -2.46 2.28 3.13
C -1.81 1.93 1.99
H -1.84 4.81 0.48
H -3.00 5.54 2.39
H -3.43 3.91 4.22
H -2.64 1.54 3.90
H -1.45 0.92 1.82

63
Properties=species:S:1:pos:R:3 method="wB97M-V/def2-TZVPD" total_energy_ev=-53037.9741 e_homo_ev="-7.22 / -7.29" spin_multiplicity=6 orbital_gap_ev="7.2 / 7.3"
C -1.48 2.46 -0.02
C -2.02 1.36 -0.76
C -2.45 0.37 0.18
H -2.13 1.29 -1.84
C -2.19 0.87 1.50
C -1.59 2.16 1.37
H -2.44 0.36 2.43
C 2.05 1.38 -1.58
C 0.84 1.13 -2.28
C 0.62 -0.28 -2.30
H 0.22 1.86 -2.78
C 1.67 -0.89 -1.55
C 2.57 0.15 -1.13
H -2.96 -0.57 -0.05
H -1.19 2.76 2.19
H -1.02 3.35 -0.44
H 3.50 -0.03 -0.59
H -0.15 -0.82 -2.86
H 2.47 2.36 -1.37
Sm 0.24 0.59 0.31
C 1.91 -2.38 -1.39
C 3.36 -2.67 -1.81
C 0.95 -3.21 -2.26
H 3.55 -2.25 -2.81
H 3.54 -3.75 -1.86
H 4.08 -2.23 -1.11
H 1.15 -3.00 -3.32
H -0.10 -2.98 -2.05
H 1.11 -4.28 -2.09
C 1.79 -2.82 0.11
C 0.44 -2.68 0.76
H 2.51 -2.24 0.72
H 2.09 -3.88 0.18
O -0.10 -1.54 0.96
N -0.16 -3.77 1.22
C -1.31 -3.68 2.16
H 0.37 -4.64 1.26
C -2.62 -3.56 1.46
C -3.63 -2.76 2.00
H -3.44 -2.23 2.94
C -4.85 -2.62 1.34
H -5.62 -1.98 1.76
C -5.07 -3.31 0.14
H -6.03 -3.21 -0.38
C -4.07 -4.13 -0.39
H -4.23 -4.66 -1.33
C -2.85 -4.26 0.28
H -2.06 -4.90 -0.11
H -1.15 -2.83 2.82
H -1.27 -4.60 2.76
C 1.45 2.32 1.33
C 1.65 3.53 1.07
C 1.88 4.90 0.86
C 3.00 5.49 1.47
C 3.26 6.85 1.29
C 2.40 7.63 0.50
C 1.29 7.04 -0.11
C 1.02 5.69 0.06
H 3.66 4.88 2.09
H 4.14 7.30 1.77
H 2.61 8.69 0.36
H 0.63 7.66 -0.72
H 0.15 5.23 -0.41

71
Properties=species:S:1:pos:R:3 method="wB97M-V/def2-TZVPD" e_above_lowest_kj_mol=50.1 total_energy_ev=-272680.2452 e_homo_ev="-8.22 / -8.34" spin_multiplicity=2 orbital_gap_ev="7.3 / 6.4"
K 2.06 0.09 1.92
Se 0.47 1.34 5.11
N -0.15 0.93 3.49
C -1.16 1.76 3.27
C -1.93 1.77 2.06
C -2.92 2.69 1.93
C -3.21 3.64 2.97
C -2.51 3.66 4.13
C -1.45 2.71 4.32
N -0.69 2.63 5.40
H -1.70 1.08 1.26
H -3.51 2.71 1.02
H -4.01 4.35 2.82
H -2.72 4.38 4.91
C 3.38 -5.52 0.58
C 2.87 -4.27 -0.09
C 3.53 -3.06 0.06
C 3.08 -1.90 -0.55
C 3.98 -0.68 -0.53
C 1.86 -1.92 -1.28
As 1.13 -0.22 -1.99
N 1.23 0.80 -0.45
C 0.68 2.03 -0.36
C -0.02 2.69 -1.41
C -0.52 3.96 -1.24
C -0.36 4.62 -0.02
C 0.30 4.00 1.04
C 0.81 2.73 0.88
C -0.81 -0.51 -1.97
C -1.51 -0.97 -0.84
C -0.85 -1.45 0.43
C -2.90 -1.08 -0.91
C -3.61 -0.75 -2.05
C -5.11 -0.87 -2.10
C -2.90 -0.31 -3.16
C -1.52 -0.19 -3.14
C -0.82 0.27 -4.41
C 1.27 -3.17 -1.56
C 0.17 -3.39 -2.57
C 1.78 -4.31 -0.93
H 4.10 -5.29 1.36
H 3.87 -6.18 -0.14
H 2.56 -6.09 1.03
H 4.45 -3.03 0.63
H 4.90 -0.88 0.02
H 3.50 0.19 -0.10
H 4.24 -0.41 -1.55
H -0.13 2.19 -2.37
H -1.04 4.45 -2.06
H -0.76 5.62 0.11
H 0.41 4.51 1.99
H 1.31 2.26 1.71
H 0.14 -1.01 0.54
H -0.73 -2.53 0.43
H -1.44 -1.17 1.30
H -3.44 -1.45 -0.03
H -5.52 -1.23 -1.15
H -5.43 -1.57 -2.88
H -5.58 0.09 -2.32
H -3.44 -0.06 -4.07
H -1.55 0.40 -5.21
H -0.08 -0.45 -4.75
H -0.30 1.22 -4.28
H 0.22 -2.69 -3.40
H -0.83 -3.31 -2.14
H 0.27 -4.39 -2.99
H 1.30 -5.26 -1.14
Cl 6.08 1.67 4.70
Ge 3.95 2.15 4.32
Cl 4.06 2.13 2.01
Cl 3.18 -0.16 4.38

70
Properties=species:S:1:pos:R:3 method="wB97M-V/def2-TZVPD" e_above_lowest_kj_mol=401.8 total_energy_ev=-156534.5760 e_homo_ev="-14.07 / -14.05" total_charge=+2 orbital_gap_ev="6.7 / 6.6"
Re -0.01 0.19 0.64
C 0.00 0.56 3.92
C -0.48 1.99 3.92
C -0.07 2.86 4.92
C -0.46 4.20 4.90
C -1.28 4.67 3.88
C -1.71 3.80 2.89
C -1.33 2.46 2.91
P -1.92 1.31 1.63
C -3.26 0.31 2.33
C -3.65 0.52 3.66
C -4.68 -0.21 4.21
C -5.34 -1.16 3.44
C -4.95 -1.38 2.13
C -3.92 -0.66 1.54
C -3.54 -0.95 0.12
C -2.63 2.32 0.32
C -3.87 2.94 0.38
C -4.31 3.66 -0.71
C -3.53 3.75 -1.85
C -2.30 3.11 -1.91
C -1.83 2.39 -0.82
C -0.52 1.65 -0.83
H 0.79 0.42 4.65
H 0.42 0.30 2.93
H -0.81 -0.13 4.15
H 0.56 2.50 5.72
H -0.12 4.87 5.68
H -1.57 5.71 3.86
H -2.34 4.18 2.10
H -3.15 1.28 4.25
H -4.99 -0.03 5.23
H -6.16 -1.72 3.87
H -5.48 -2.12 1.54
H -4.30 -1.56 -0.36
H -2.60 -1.51 0.07
H -3.41 -0.04 -0.46
H -4.49 2.84 1.27
H -5.28 4.16 -0.68
H -3.89 4.30 -2.71
H -1.70 3.18 -2.82
H 0.30 2.33 -0.50
H -0.30 1.31 -1.84
S 1.62 -1.85 -4.48
As 3.23 -1.13 -3.48
S 0.83 -1.12 -1.09
S 2.58 -0.09 -1.47
S 5.24 -1.14 -3.63
C 2.65 -3.65 -0.31
Te 2.04 -2.10 1.05
C 1.91 -3.73 2.45
C 2.82 -4.79 1.90
C 3.26 -5.84 2.71
C 4.02 -6.86 2.16
C 4.36 -6.83 0.82
C 3.95 -5.79 0.02
C 3.17 -4.77 0.55
H 3.41 -3.26 -0.99
H 1.77 -3.94 -0.88
H 0.89 -4.09 2.53
H 2.23 -3.38 3.44
H 3.00 -5.85 3.76
H 4.34 -7.68 2.79
H 4.95 -7.63 0.40
H 4.22 -5.76 -1.03
C -0.93 -2.34 2.49
O -0.13 -1.78 1.44
H -0.40 -2.33 3.45
H -1.21 -3.37 2.23
H -1.84 -1.75 2.59

76
Properties=species:S:1:pos:R:3 method="wB97M-V/def2-TZVPD" e_above_lowest_kj_mol=24.1 total_energy_ev=-146994.0614 e_homo_ev="-16.12 / -16.11" spin_multiplicity=2 total_charge=+3 orbital_gap_ev="5.1 / 4.6"
V 0.16 -0.04 -0.25
C 0.66 3.31 -1.21
C 0.34 2.28 -2.24
C 0.28 2.39 -3.62
C -0.05 1.12 -4.08
N -0.20 0.30 -3.04
N 0.02 1.01 -1.90
B -0.68 -1.20 -2.99
N 0.41 -2.06 -2.23
C 1.05 -3.16 -2.61
C 1.82 -3.62 -1.56
C 1.62 -2.73 -0.52
C 2.20 -2.70 0.85
N 0.74 -1.79 -0.94
N -1.90 -1.18 -2.02
C -3.18 -1.55 -2.12
C -3.83 -1.31 -0.92
C -2.87 -0.78 -0.09
C -3.02 -0.33 1.32
N -1.69 -0.69 -0.76
N -0.86 -1.72 -4.37
C -1.87 -2.23 -5.12
C -1.38 -2.53 -6.35
C -0.01 -2.16 -6.30
C 1.01 -2.28 -7.39
N 0.30 -1.68 -5.11
H 0.57 4.31 -1.63
H 1.68 3.20 -0.84
H -0.03 3.26 -0.36
H 0.44 3.27 -4.21
H -0.20 0.75 -5.08
H 0.91 -3.54 -3.61
H 2.44 -4.51 -1.54
H 2.60 -3.68 1.11
H 1.45 -2.45 1.60
H 3.02 -1.98 0.93
H -3.57 -1.97 -3.03
H -4.86 -1.50 -0.69
H -4.04 -0.51 1.66
H -2.84 0.74 1.43
H -2.37 -0.90 1.99
H -2.87 -2.36 -4.76
H -1.91 -2.95 -7.19
H 0.56 -2.69 -8.29
H 1.83 -2.93 -7.09
H 1.42 -1.30 -7.64
C -0.04 0.96 2.76
O 0.79 0.73 1.57
C 2.13 1.10 1.70
C 2.72 1.61 2.82
C 4.09 1.91 2.72
Br 4.97 2.60 4.19
C 4.80 1.69 1.54
C 4.19 1.17 0.41
C 2.81 0.86 0.49
O 2.10 0.38 -0.48
C 4.93 0.94 -0.83
N 4.42 0.44 -1.96
C 5.41 0.36 -2.93
C 5.39 -0.09 -4.25
C 6.58 -0.02 -4.93
C 7.76 0.48 -4.33
C 7.78 0.92 -3.02
C 6.57 0.85 -2.34
N 6.22 1.20 -1.04
H -0.01 2.02 3.00
H 0.34 0.34 3.57
H -1.05 0.66 2.49
H 2.20 1.79 3.75
H 5.86 1.94 1.54
H 3.45 0.16 -2.05
H 4.49 -0.47 -4.71
H 6.63 -0.35 -5.96
H 8.67 0.51 -4.91
H 8.68 1.30 -2.56
H 6.86 1.59 -0.36

73
Properties=species:S:1:pos:R:3 method="wB97M-V/def2-TZVPD" total_energy_ev=-232495.1428 e_homo_ev="-9.14 / -10.25" spin_multiplicity=4 total_charge=+1 orbital_gap_ev="6.1 / 7.0"
V 0.82 0.57 -0.24
Br 2.89 -3.04 1.53
C 3.72 -1.32 1.42
Br 3.38 -0.36 -0.22
H 4.79 -1.45 1.46
H 3.34 -0.70 2.22
F 2.08 0.75 -5.58
C 1.89 1.39 -4.42
C 1.53 0.67 -3.29
C 1.34 1.33 -2.07
C 1.54 2.73 -2.04
C 1.89 3.40 -3.20
F 2.08 4.74 -3.19
C 2.07 2.76 -4.41
C 1.51 3.35 -0.70
C 1.49 4.72 -0.43
C 1.55 5.16 0.88
C 1.66 4.24 1.91
C 1.64 2.90 1.59
N 1.52 2.45 0.32
H 1.41 -0.41 -3.40
H 2.35 3.30 -5.30
H 1.43 5.42 -1.25
H 1.53 6.22 1.09
H 1.76 4.55 2.94
H 1.72 2.14 2.35
N -1.90 -1.61 -2.46
C -1.27 -2.67 -3.17
C -1.90 -3.21 -4.28
C -1.31 -4.26 -4.96
C -0.08 -4.75 -4.55
C 0.56 -4.19 -3.46
C -0.05 -3.15 -2.76
S 0.77 -2.50 -1.34
N -0.06 -1.00 -1.10
C -1.24 -0.78 -1.61
C -1.87 0.48 -1.20
C -3.17 0.84 -1.51
C -3.69 2.01 -1.01
C -2.89 2.80 -0.19
C -1.62 2.40 0.09
N -1.07 1.25 -0.41
H -2.74 -1.25 -2.88
H -2.86 -2.82 -4.61
H -1.81 -4.69 -5.82
H 0.39 -5.57 -5.08
H 1.53 -4.55 -3.14
H -3.79 0.21 -2.13
H -4.71 2.31 -1.25
H -3.26 3.73 0.24
H -0.98 2.99 0.73
C 0.38 -0.44 6.49
C 0.20 -0.74 5.01
C -0.25 0.50 4.24
S -0.43 0.29 2.49
O 0.93 -0.20 1.92
C -1.58 -1.10 2.42
C -0.90 -2.43 2.13
C -1.93 -3.51 1.79
H 0.64 -1.34 7.04
H -0.53 -0.03 6.93
H 1.18 0.29 6.66
H -0.54 -1.53 4.88
H 1.13 -1.10 4.58
H 0.49 1.31 4.33
H -1.21 0.90 4.59
H -2.28 -0.84 1.62
H -2.13 -1.11 3.36
H -0.29 -2.73 2.98
H -0.21 -2.32 1.30
H -2.61 -3.69 2.63
H -1.44 -4.45 1.55
H -2.53 -3.22 0.93